# 1
The following is a quantum chemistry calculation of a structure of composition C6H6F18LiN3O15S6, from the Open Molecules 2025 dataset.

Geometry as XYZ:
```
55
Properties=species:S:1:pos:R:3:forces:R:3:nbo_charge:R:1
Li 0.400764 -0.168937 -0.031350 -0.1206 -0.4359 -0.0379 0.887
C -2.102074 2.907916 -2.727934 -2.2607 -0.3420 -0.9475 0.780
F -1.967276 3.196099 -1.415217 0.5316 -0.3196 -1.6321 -0.299
F -3.421435 3.144270 -3.038599 0.6243 -0.4602 0.5490 -0.343
F -1.446431 3.693054 -3.566383 0.7958 -0.0626 1.0353 -0.293
S -1.741669 1.059679 -3.147745 0.8408 -1.9116 0.3926 2.084
O -0.376422 0.827497 -2.650979 -1.6047 1.1060 -1.2996 -0.897
O -2.671836 0.220881 -2.375304 -0.4007 1.4903 -1.3665 -0.959
N -2.090921 0.907821 -4.882579 -1.2904 1.0070 3.9332 -1.127
S -0.734192 0.460184 -5.480873 3.2861 -0.5918 -0.4325 2.132
O 0.258307 1.521245 -5.317587 -0.4605 -1.0840 -1.2089 -0.937
O -0.364272 -0.880751 -5.020929 -0.1977 0.9209 -1.2581 -0.949
C -1.070291 0.269021 -7.458388 1.2668 -0.2977 3.2477 0.793
F -1.964397 -0.665570 -7.644667 -1.3287 -0.3629 -0.4287 -0.316
F -1.368821 1.407501 -8.001466 -1.0313 1.1683 -0.6323 -0.310
F 0.044105 -0.150245 -8.025036 1.0029 -0.2908 -0.1428 -0.324
C 1.180115 -1.185770 4.826815 -0.3124 -0.1041 -0.8949 0.753
F 0.732481 -1.233073 6.058758 -0.4921 -0.3403 0.5682 -0.307
F 2.374513 -0.606451 4.879368 0.1825 0.3072 -0.4447 -0.317
F 1.361117 -2.439704 4.354586 -0.2866 0.5065 0.1751 -0.328
S -0.027986 -0.176511 3.729639 -0.1901 -0.4436 -0.0476 2.131
O -0.047157 1.128237 4.368217 0.1848 -1.4098 -0.8884 -0.887
O 0.542812 -0.236633 2.403368 -0.3326 -0.3996 0.2426 -0.953
N -1.487659 -1.150756 3.782831 1.9512 2.1330 0.2785 -1.095
S -2.445475 -0.209583 4.653475 -0.8219 2.7412 0.6418 2.106
O -1.840199 0.221429 5.904408 -1.1957 -1.2556 0.1676 -0.950
O -3.010532 0.949156 3.919415 -0.1024 -2.3496 0.4751 -0.953
C -3.965447 -1.357222 5.219965 3.3015 -0.8678 -0.5640 0.781
F -4.917952 -1.516255 4.354604 -1.1934 0.6104 -0.7441 -0.307
F -3.496284 -2.649309 5.429205 -0.3342 1.4471 0.6227 -0.349
F -4.395637 -0.797163 6.335393 -0.3831 -0.4792 0.0795 -0.308
C 3.772923 -1.888300 0.687080 0.4504 0.7634 -1.7137 0.790
F 2.578279 -2.350432 0.963285 -1.0769 -0.3136 -0.0261 -0.321
F 4.278407 -1.343626 1.737785 0.7408 0.5297 1.4322 -0.291
F 4.539292 -2.943718 0.320471 -0.2725 0.7381 -0.1700 -0.328
S 3.688791 -0.514396 -0.720574 1.4548 -1.3226 -2.8324 2.066
O 4.998370 0.163388 -0.805599 -2.4523 -0.8705 1.4196 -0.878
O 3.511925 -1.347181 -1.930193 -1.2782 0.9612 2.1848 -0.926
N 2.299387 0.457288 -0.291310 2.3020 -2.3354 -0.8238 -1.207
S 2.969139 1.848973 0.049098 2.3457 3.5768 -0.0690 2.113
O 3.821521 1.768967 1.253946 -1.6775 0.5611 -1.6213 -0.923
O 3.543607 2.508273 -1.162666 -1.4935 -0.9376 2.6190 -0.922
C 1.428685 3.002277 0.486136 1.7174 -2.1970 2.0351 0.793
F 1.880537 4.194738 0.760446 0.7215 1.0715 0.1411 -0.311
F 0.605599 3.075404 -0.488132 -1.4512 -0.1555 -1.5917 -0.293
F 0.808649 2.545266 1.608038 0.1953 0.0620 -0.9016 -0.322
O -1.492658 -0.144702 0.016698 0.3176 -0.0041 0.7253 -1.008
H -1.939439 0.262098 0.759086 -0.0076 -0.0238 0.5716 0.497
H -2.086746 -0.013343 -0.722247 -0.2338 0.0345 -0.9063 0.508
O -0.353577 -2.951796 1.298380 -0.2216 -0.3653 0.3970 -0.937
H 0.541965 -3.273981 1.196221 0.1745 -0.0075 0.0207 0.458
H -0.627653 -2.719305 0.411223 -0.0233 0.2454 -0.3181 0.481
O 0.381595 -1.981615 -1.368041 -0.1189 0.0003 0.5174 -0.966
H 1.118766 -2.589753 -1.422529 0.4966 0.0409 -0.1313 0.488
H -0.207215 -2.254581 -2.071611 -0.2383 0.3194 -0.3966 0.497
```
Forces are in eV/Å.

The value obtained for the LUMO energy is 4.05 eV. The net charge is -2. Its HOMO energy is -4.93 eV. The spin multiplicity is 1. As for the frontier orbital gap: 8.97 eV.


# 2
The following is a quantum chemistry calculation of an isolated molecule of C6H6F2N2O2S, from the Open Molecules 2025 dataset.

Geometry as XYZ:
```
19
Properties=species:S:1:pos:R:3:forces:R:3:nbo_charge:R:1
O -3.359982 -0.255040 -0.117065 -0.9152 1.1533 -0.4617 -0.913
S -2.362551 -1.167137 0.277492 1.7018 -1.1306 0.4526 2.269
O -2.510288 -1.984465 1.447811 0.3736 0.7431 -0.1872 -0.910
N -2.341428 -2.296710 -0.975848 1.9608 -2.5311 0.1223 -0.759
N -1.407941 -3.621707 -0.321255 0.4442 4.2391 -0.6119 0.463
F -2.020935 -4.734175 -0.554351 -1.5484 -1.2727 -0.7575 -0.161
F -0.357933 -3.664007 -1.239603 -0.0181 -0.0082 -0.0840 -0.252
C -0.768847 -0.197496 0.299892 -2.4938 0.3986 -3.0357 -0.306
C -0.705320 0.858508 -0.643459 -0.7710 1.9208 0.7505 -0.207
C 0.294168 1.839701 -0.439351 -0.6059 -1.7457 1.0131 -0.200
C 1.177560 1.657625 0.659906 0.2857 0.7097 -2.2733 -0.185
C 1.221119 0.497649 1.381660 -0.2889 0.5772 0.2519 -0.213
C 0.220114 -0.418815 1.169715 -0.1444 -2.7110 2.4700 -0.191
H -1.871823 -2.018753 -1.886705 -0.4649 -0.3365 1.5302 0.401
H -1.588730 1.181329 -1.276659 1.2315 -1.0249 0.5820 0.250
H 0.291099 2.732414 -1.045228 0.1793 0.0526 0.0187 0.224
H 1.943219 2.401226 0.775378 0.1503 0.3259 0.4043 0.216
H 1.901735 0.419705 2.204233 0.3757 -0.3373 0.1470 0.228
H 0.069722 -1.338346 1.792828 0.5477 0.9776 -0.3314 0.246
```
Forces are in eV/Å.

The value obtained for the LUMO energy is 0.28 eV. For the energy above the lowest of the compared OMol25 structures with the same formula, charge and spin, the calculation gives 4.4214 eV. As for the SMILES: O=S(=O)(NN(F)F)c1ccccc1. Its HOMO energy is -10.19 eV. The spin multiplicity is 1. As for the frontier orbital gap: 10.47 eV.


# 3
The following is a quantum chemistry calculation of a cluster of 2 separate species, C6H6F3N2O4S in total, from the Open Molecules 2025 dataset.

Geometry as XYZ:
```
22
Properties=species:S:1:pos:R:3:forces:R:3:nbo_charge:R:1
C 1.870237 -2.107444 -1.132595 -3.7515 -0.0380 0.1122 0.062
N -1.513647 -0.398282 0.099018 2.4686 0.4323 -3.4850 0.198
O -0.949974 -0.739381 1.140741 -1.3260 -0.0959 1.5824 -0.598
O -2.699260 -0.124667 -0.051422 -1.1577 -0.2135 1.9223 -0.574
H -0.034208 -2.218757 -2.150381 0.2210 -0.1374 0.1801 0.399
H 1.917554 -3.183592 -1.362550 0.4912 0.6027 0.1102 0.204
F 6.378667 -1.671026 -2.590534 -0.6781 -0.5391 0.2402 -0.323
C 5.251113 -2.166910 -2.013879 -0.5063 -0.1064 -1.0145 0.825
F 4.190770 -1.623965 -2.676726 1.1238 -0.5348 0.4169 -0.317
F 5.206657 -3.516473 -2.225847 0.0469 1.0303 -0.2356 -0.328
S 5.371723 -1.826522 -0.274029 1.1784 0.5191 0.4524 0.137
N 0.576656 -1.526241 -1.730514 3.8166 0.0847 -0.1515 -0.594
C 3.753016 -2.265925 0.385300 -0.5316 -1.5054 0.9419 0.438
O 3.739308 -3.111237 1.263153 -0.2736 1.6798 -1.3948 -0.465
C 2.628222 -1.503016 -0.218336 -0.8025 -0.6660 0.0093 -0.408
C 1.750637 0.597532 -2.243872 0.3534 0.3805 -0.2509 -0.734
C 0.858530 -0.525322 -2.697429 -0.5882 -0.4878 -0.8928 0.699
O 0.393616 -0.580537 -3.836100 0.2810 0.1008 1.5096 -0.605
H 2.398398 -0.497389 0.140248 0.2677 -0.3473 -0.0663 0.276
H 2.673366 0.222757 -1.779419 -0.5335 0.3135 -0.0826 0.228
H 1.190535 1.249997 -1.568459 0.0964 -0.2744 0.2354 0.255
H 2.052164 1.210440 -3.093694 -0.1962 -0.1976 -0.1390 0.226
```
Forces are in eV/Å.

The value obtained for the LUMO energy is 2.13 eV. For the energy above the lowest of the compared OMol25 structures with the same formula, charge and spin, the calculation gives 0.0000 eV. The net charge is -1. Its HOMO energy is -2.38 eV. The spin multiplicity is 1. As for the frontier orbital gap: 4.51 eV.


# 4
The following is a quantum chemistry calculation of an isolated molecule of C6H6F3NO4S, from the Open Molecules 2025 dataset.

Geometry as XYZ:
```
21
Properties=species:S:1:pos:R:3:forces:R:3:nbo_charge:R:1
C 3.210070 0.309010 -0.690993 -0.3635 -1.3476 -0.4454 -0.873
S 1.899918 -0.542101 0.131055 -1.0121 -1.2506 -2.0247 2.365
O 1.987955 -1.885787 -0.383451 -0.3548 -0.5600 -0.0740 -0.992
O 1.797287 -0.453302 1.536502 0.3767 0.9231 1.3839 -0.933
O 0.617583 0.195748 -0.552649 1.4785 0.1053 0.2259 -0.776
C -0.717355 -0.551213 -0.487006 0.2365 -0.9857 0.8600 0.602
O -0.590598 -1.688422 -1.178946 1.0257 -1.8607 -0.2994 -0.676
N -0.991830 -0.824275 0.864349 -1.1080 1.4991 1.8790 -0.607
C -1.490504 0.267292 1.605132 0.5178 -1.3615 1.0930 -0.029
C -2.116350 1.316306 1.059571 0.2602 -1.5569 0.3301 0.232
F -2.670273 2.205156 1.879095 -0.3425 0.7791 -0.1854 -0.297
C -2.388029 1.272224 -0.350508 0.6564 0.0623 -0.0997 0.311
F -3.194327 2.191021 -0.850990 -0.2567 0.0210 -0.3337 -0.279
C -1.761875 0.336065 -1.087508 0.4798 0.3436 -0.0314 0.264
F -1.860869 0.230047 -2.416019 -0.2543 0.1759 0.2068 -0.285
H 2.767309 0.270496 -1.738630 1.2558 0.2406 1.1278 0.278
H 3.091414 1.266075 -0.241768 0.8465 1.1996 -0.0924 0.244
H 4.208790 -0.268854 -0.518230 -2.0102 1.2658 -0.3478 0.281
H 0.099319 -2.271901 -0.717906 -0.9944 1.0936 -1.1097 0.510
H -0.455269 -1.511462 1.437215 -0.4511 0.9002 -1.2608 0.432
H -1.442367 0.137879 2.701683 0.0136 0.3140 -0.8023 0.228
```
Forces are in eV/Å.

The value obtained for the LUMO energy is 0.47 eV. For the energy above the lowest of the compared OMol25 structures with the same formula, charge and spin, the calculation gives 1.1412 eV. As for the SMILES: CS(=O)(=O)O[C@@]1(O)NC=C(F)C(F)=C1F. Its HOMO energy is -8.63 eV. The spin multiplicity is 1. As for the frontier orbital gap: 9.09 eV.


# 5
The following is a quantum chemistry calculation of a cluster of 2 separate species, C6H6F5N in total, from the Open Molecules 2025 dataset.

Geometry as XYZ:
```
18
Properties=species:S:1:pos:R:3:forces:R:3:nbo_charge:R:1
C -1.027577 -0.844097 1.387355 0.2066 -0.6923 1.5294 0.184
C -0.951190 -1.287026 -1.065526 0.6743 0.8955 -1.9222 -0.678
C -2.152131 0.809214 -0.077503 1.3612 0.1166 -2.6984 -0.648
C -1.273110 -0.414791 0.097130 0.2795 0.5996 0.5958 0.003
C 1.419742 0.976054 0.064528 1.0874 1.5951 0.1473 0.651
C 2.632522 0.110755 0.489712 -0.6733 0.6452 1.8741 0.877
N -0.881574 -1.225979 2.481309 -0.0206 0.3158 -0.7996 -0.285
F 1.310189 2.142726 0.751253 -0.0225 -1.4030 -0.5432 -0.312
F 1.520848 1.254310 -1.236646 -0.4315 -0.2066 0.2279 -0.314
F 3.833624 0.663284 0.242370 -0.6399 -0.3779 -0.6910 -0.301
F 2.475774 -1.056849 -0.117176 0.6822 -0.1380 -0.0119 -0.299
F 2.610960 -0.046128 1.840902 -0.3053 -0.2532 -0.9864 -0.310
H -1.190846 -0.601963 -1.955559 -0.4777 -1.6835 0.7950 0.227
H -1.489678 -2.250290 -0.926280 -0.0071 0.6613 -0.7622 0.247
H 0.109443 -1.559285 -1.367816 -0.8698 0.3714 1.3341 0.251
H -2.625539 1.233604 0.798033 0.0924 -0.2552 0.2064 0.244
H -2.918618 0.493263 -0.873327 0.9239 0.9501 1.0876 0.230
H -1.402837 1.603190 -0.532765 -1.8597 -1.1408 0.6174 0.234
```
Forces are in eV/Å.

The value obtained for the LUMO energy (alpha / beta) is -1.33 / -0.96 eV. For the energy above the lowest of the compared OMol25 structures with the same formula, charge and spin, the calculation gives 2.9859 eV. Its HOMO energy (alpha / beta) is -8.65 / -10.48 eV. The spin multiplicity is 1. As for the frontier orbital gap (alpha / beta): 7.32 / 9.52 eV.


# 6
The following is a quantum chemistry calculation of a structure of composition C6H6FLiO6Yb, from the Open Molecules 2025 dataset.

Geometry as XYZ:
```
21
Properties=species:S:1:pos:R:3:forces:R:3:nbo_charge:R:1
H -0.553361 -1.418090 1.417351 -2.4416 0.2660 -0.2913 0.192
O 1.868495 0.874710 0.254135 -0.7068 -1.0676 2.9363 -0.435
O 1.384835 -0.317191 -1.496859 -0.2227 -0.3777 -0.0600 -0.535
O 1.718691 1.851060 -1.779635 0.2725 -0.7373 1.2764 -0.724
C 1.425277 -0.460084 0.771390 3.6167 1.4713 -0.8306 0.169
C 1.583722 -1.277480 -0.453204 0.4987 -1.9580 -1.9466 0.336
C 1.699034 0.892711 -1.003689 -0.5557 1.2668 -3.2728 1.027
H 2.121727 -0.735308 1.568274 -0.8206 0.1701 0.5584 0.248
F 2.872087 -1.819275 -0.705522 -1.7372 1.1872 1.1321 -0.301
H 0.898489 -2.116735 -0.605300 -0.0151 0.2894 0.1804 0.230
Yb 2.332139 4.266129 -2.053075 -0.0074 -0.0810 0.0011 0.988
H -3.118115 0.202486 2.090797 0.2761 0.0209 -0.1241 0.243
O -2.012613 1.168909 0.623924 0.1646 0.1210 -0.1307 -0.429
O -1.503143 -0.743349 -0.314422 0.3684 -0.6583 -0.1224 -0.500
O -1.345190 1.110053 -1.516348 0.3475 -0.1714 -0.1435 -0.734
C -2.090898 0.219212 1.713637 0.0652 0.1543 0.5928 -0.116
C -1.637354 -1.099576 1.082355 1.3200 -0.4750 0.2008 -0.098
C -1.612820 0.560479 -0.462240 -0.3861 0.5221 -0.0618 1.000
H -1.397711 0.570129 2.486169 -0.3537 -0.0850 -0.0842 0.222
H -2.402818 -1.882225 1.129079 0.5993 -0.0231 0.2523 0.252
Li -0.230464 0.153437 -2.746820 -0.2820 0.1653 -0.0623 0.964
```
Forces are in eV/Å.

The value obtained for the LUMO energy (alpha / beta) is -6.26 / -9.51 eV. For the energy above the lowest of the compared OMol25 structures with the same formula, charge and spin, the calculation gives 0.0000 eV. The net charge is +2. Its HOMO energy (alpha / beta) is -12.38 / -15.82 eV. The spin multiplicity is 3. As for the frontier orbital gap (alpha / beta): 6.12 / 6.31 eV. Its expectation value of S² is 2.00.


# 7
The following is a quantum chemistry calculation of a structure of composition C6H6FN5, from the Open Molecules 2025 dataset.

Geometry as XYZ:
```
18
Properties=species:S:1:pos:R:3:forces:R:3:nbo_charge:R:1
C 2.966545 0.941550 0.039634 2.9972 -0.8438 -0.9809 -0.083
C 2.445110 -0.011597 -0.849010 1.4308 3.0649 2.7075 -0.128
C 0.885631 1.073613 0.220087 2.2051 0.5766 0.6100 0.445
C -2.611696 -1.065422 -0.058166 -0.6706 -3.1837 -0.2843 0.074
C -3.435361 -0.045056 0.541322 -1.2919 0.9762 1.7552 0.059
C -1.474008 0.727519 0.116062 -0.0990 1.4206 -1.6560 0.678
N 2.052911 1.592110 0.704923 -5.0007 0.0365 0.1636 -0.464
N -1.430364 -0.673607 -0.222279 1.2436 -0.1339 -0.5206 -0.413
N -2.733590 1.002743 0.753070 -0.6641 0.6177 -0.2609 -0.375
N 1.144746 0.127369 -0.697749 -3.8750 0.0336 -0.5909 -0.490
N -0.384303 1.377830 0.645885 -1.9693 0.0477 0.4387 -0.572
F -1.668824 1.283886 -1.446191 0.1863 -0.6161 2.1308 -0.492
H 3.931921 1.347880 0.340571 0.4459 -1.1302 -0.9101 0.215
H 2.724803 -0.700842 -1.514296 1.9015 -2.2202 -2.2434 0.209
H -2.963606 -2.135059 -0.223823 0.6940 1.5235 -0.0159 0.213
H -4.468765 -0.220389 0.960138 1.2217 0.5422 -0.6953 0.218
H 0.419534 -0.322641 -1.296674 0.8993 0.4868 1.0415 0.455
H -0.574318 2.279532 1.130982 0.3454 -1.1984 -0.6891 0.451
```
Forces are in eV/Å.

The value obtained for the LUMO energy is -1.41 eV. For the energy above the lowest of the compared OMol25 structures with the same formula, charge and spin, the calculation gives 0.1744 eV. Its HOMO energy is -7.84 eV. The spin multiplicity is 1. As for the frontier orbital gap: 6.43 eV.


Number 1: molar mass 901.427 g/mol. Number 2: molar mass 208.189 g/mol. Number 3: molar mass 259.185 g/mol. Number 4: molar mass 245.178 g/mol. Number 5: molar mass 187.111 g/mol. Number 6: molar mass 373.087 g/mol. Number 7: molar mass 167.147 g/mol.